Record 1
Computed, not measured: a 11-piece molecular cluster, C32H81Cl12N7O7 overall, with ωB97M-V/def2-TZVPD.

Computed properties:
LUMO energy, eV: 0.288
HOMO energy, eV: -8.985

XYZ file:
```
139
C32H81Cl12N7O7 ωB97M-V/def2-TZVPD
C 4.62 -1.49 0.80
O 3.80 -0.58 0.15
C 4.40 0.66 -0.24
C 3.51 1.36 -1.27
C 3.47 0.52 -2.56
N 4.17 2.66 -1.50
H 5.15 -1.04 1.63
H 5.42 -1.89 0.11
H 3.95 -2.25 1.21
H 4.49 1.29 0.64
H 5.42 0.55 -0.68
H 2.47 1.37 -0.89
H 2.98 -0.43 -2.36
H 4.49 0.32 -2.98
H 2.85 1.07 -3.27
H 3.65 3.09 -2.26
H 4.02 3.31 -0.75
C -0.59 -4.75 -0.18
O 0.57 -4.88 0.59
C 0.31 -4.84 1.94
C 1.59 -4.91 2.75
C 1.23 -4.69 4.25
N 2.56 -3.93 2.21
H -1.34 -5.60 -0.09
H -0.27 -4.78 -1.24
H -1.14 -3.84 0.07
H -0.28 -3.94 2.15
H -0.33 -5.71 2.16
H 2.08 -5.90 2.70
H 0.68 -5.54 4.67
H 0.61 -3.77 4.33
H 2.15 -4.52 4.89
H 2.93 -4.32 1.38
H 2.01 -3.13 1.93
C 0.56 -1.22 -4.38
O 0.78 -2.41 -3.68
C 1.97 -3.06 -4.06
C 2.08 -4.21 -3.09
C 2.62 -3.54 -1.80
N 2.98 -5.16 -3.69
H 0.45 -1.36 -5.46
H 1.37 -0.52 -4.26
H -0.34 -0.71 -4.02
H 1.93 -3.38 -5.14
H 2.84 -2.41 -4.01
H 1.11 -4.59 -2.87
H 3.50 -2.94 -1.99
H 2.96 -4.18 -0.98
H 1.84 -2.91 -1.39
H 3.14 -5.95 -3.06
H 2.77 -5.51 -4.62
C -5.35 1.19 -1.76
O -6.72 1.36 -1.67
C -7.41 1.63 -2.92
C -8.70 0.83 -3.20
C -8.33 -0.66 -3.28
N -9.14 1.39 -4.48
H -4.96 1.00 -0.79
H -4.80 1.99 -2.23
H -5.22 0.25 -2.30
H -7.55 2.72 -2.94
H -6.74 1.33 -3.73
H -9.43 0.91 -2.39
H -8.06 -1.13 -2.35
H -7.49 -0.72 -3.96
H -9.17 -1.22 -3.74
H -9.96 0.95 -4.86
H -9.41 2.34 -4.38
C 2.55 8.56 1.90
O 2.98 7.43 1.25
C 2.20 6.29 1.65
C 2.55 5.08 0.78
C 1.86 3.75 1.26
N 3.94 4.76 0.74
H 1.49 8.68 1.62
H 3.03 9.45 1.56
H 2.59 8.60 3.00
H 2.39 6.07 2.73
H 1.14 6.52 1.40
H 2.36 5.28 -0.26
H 0.81 3.87 1.04
H 2.05 3.68 2.33
H 2.33 2.92 0.78
H 4.17 4.37 1.65
H 4.53 5.59 0.67
C -0.76 1.61 5.94
O 0.52 0.97 5.86
C 1.26 1.34 4.72
C 2.49 0.47 4.60
C 3.42 0.91 3.46
N 2.04 -0.88 4.27
H -1.35 1.65 5.00
H -0.67 2.63 6.31
H -1.36 1.04 6.67
H 0.61 1.08 3.88
H 1.51 2.40 4.73
H 2.97 0.53 5.60
H 2.82 0.99 2.56
H 4.14 0.07 3.28
H 4.01 1.79 3.80
H 1.38 -1.29 4.95
H 2.74 -1.57 4.17
C -2.43 -0.90 -1.42
O -1.29 -0.21 -1.76
C -0.16 -0.70 -1.08
C -0.18 -0.56 0.41
C -0.38 0.93 0.68
N 1.01 -1.21 0.97
H -2.28 -2.00 -1.42
H -3.23 -0.63 -2.12
H -2.83 -0.62 -0.44
H -0.02 -1.78 -1.32
H 0.69 -0.19 -1.57
H -1.05 -1.09 0.83
H -0.41 1.08 1.75
H -1.14 1.52 0.11
H 0.62 1.39 0.48
H 0.97 -1.09 1.99
H 1.87 -0.80 0.69
Cl 0.42 3.51 -1.97
C -0.50 2.34 -2.98
Cl 0.11 2.31 -4.63
Cl -2.22 2.50 -2.95
H -0.33 1.42 -2.48
Cl -3.20 -3.15 4.82
C -2.95 -1.67 3.83
Cl -3.63 -1.97 2.20
Cl -1.23 -1.26 3.66
H -3.46 -0.84 4.32
Cl -2.71 -4.35 -3.92
C -1.66 -3.53 -5.14
Cl -2.57 -2.07 -5.69
Cl -1.17 -4.46 -6.58
H -0.73 -3.28 -4.62
Cl -3.15 4.25 3.63
C -3.80 3.50 2.13
Cl -3.82 1.69 2.22
Cl -2.83 3.94 0.74
H -4.82 3.72 1.94
```

Löwdin atomic charge list, values in e, 8 entries: atom 1 (C): -0.11, atom 2 (O): -0.24, atom 3 (C): -0.18, atom 4 (C): -0.44, atom 5 (C): -0.05, atom 6 (N): 0.06, atom 7 (H): 0.07, atom 8 (H): 0.11

***

Record 2
Computed, not measured: C32H82BN6O6PSi as an isolated structure, with ωB97M-V/def2-TZVPD.

Computed properties:
LUMO energy, eV: 0.569
HOMO energy, eV: -8.092

XYZ file:
```
129
C32H82BN6O6PSi ωB97M-V/def2-TZVPD
C -1.57 3.72 1.67
N -0.50 2.83 2.12
C -0.71 1.48 1.58
B -0.47 2.81 3.58
O -1.57 2.55 4.37
O 0.73 3.18 4.24
P 1.62 2.00 4.76
O 0.89 0.72 4.76
O 2.89 2.09 3.81
C 4.07 1.34 4.14
C 4.10 0.00 3.42
C 3.75 -1.17 4.33
N 2.72 -2.01 3.86
O 4.30 -1.31 5.37
O 2.20 2.43 6.16
Si 1.38 2.31 7.65
C 2.59 3.00 8.89
C -0.19 3.32 7.65
C 1.01 0.54 8.08
H -1.65 4.61 2.29
H -2.55 3.22 1.72
H -1.41 4.00 0.62
H -1.42 0.89 2.17
H -1.15 1.57 0.58
H 0.23 0.93 1.47
H -1.56 1.65 4.72
H 4.16 1.20 5.22
H 4.92 1.96 3.83
H 5.13 -0.17 3.08
H 3.45 0.01 2.54
H 3.08 -2.71 3.22
H 2.33 -2.49 4.66
H 3.51 2.43 8.87
H 2.83 4.05 8.71
H 2.15 2.90 9.89
H -0.22 4.10 6.89
H -0.26 3.79 8.63
H -1.06 2.68 7.52
H 1.05 0.43 9.17
H 1.72 -0.16 7.63
H 0.02 0.26 7.74
C -3.66 -0.09 -2.07
C -2.74 -1.22 -1.62
N -3.23 -1.91 -0.45
C -2.25 -2.78 0.18
C -1.72 -3.97 -0.64
C -4.58 -2.46 -0.57
C -4.85 -3.43 -1.72
H -3.87 0.58 -1.24
H -3.17 0.48 -2.86
H -4.60 -0.46 -2.47
H -1.76 -0.79 -1.37
H -2.56 -1.90 -2.48
H -2.66 -3.15 1.12
H -1.40 -2.15 0.46
H -2.47 -4.75 -0.74
H -0.86 -4.41 -0.14
H -1.40 -3.66 -1.63
H -5.27 -1.62 -0.66
H -4.83 -2.93 0.38
H -4.47 -3.05 -2.67
H -5.93 -3.58 -1.83
H -4.41 -4.41 -1.55
C 6.39 -4.08 -2.44
C 5.01 -3.74 -1.92
N 4.91 -3.87 -0.47
C 3.54 -3.86 0.03
C 2.71 -2.59 -0.13
C 5.86 -3.09 0.30
C 5.90 -1.58 0.06
H 6.71 -5.06 -2.08
H 6.38 -4.11 -3.53
H 7.14 -3.35 -2.14
H 4.28 -4.43 -2.35
H 4.73 -2.74 -2.28
H 3.58 -4.13 1.09
H 3.01 -4.69 -0.47
H 3.04 -1.79 0.53
H 1.67 -2.79 0.11
H 2.74 -2.21 -1.16
H 6.86 -3.50 0.12
H 5.66 -3.29 1.35
H 5.98 -1.33 -1.00
H 6.78 -1.15 0.55
H 5.03 -1.08 0.46
C -4.89 7.64 -3.69
C -5.04 7.14 -2.26
N -4.00 6.19 -1.88
C -4.30 5.46 -0.66
C -4.40 6.25 0.65
C -2.64 6.67 -2.03
C -2.24 7.96 -1.30
H -4.80 6.79 -4.38
H -5.76 8.22 -3.97
H -4.01 8.27 -3.81
H -5.99 6.62 -2.16
H -5.09 8.01 -1.58
H -3.54 4.68 -0.54
H -5.24 4.94 -0.82
H -3.43 6.60 1.00
H -4.81 5.61 1.43
H -5.06 7.12 0.55
H -2.44 6.80 -3.09
H -1.98 5.85 -1.72
H -2.96 8.76 -1.47
H -1.27 8.30 -1.67
H -2.14 7.81 -0.22
C 1.66 -4.62 -7.66
C 0.31 -4.92 -7.04
N 0.36 -5.06 -5.60
C -0.82 -5.66 -5.02
C -2.15 -4.90 -5.15
C 0.92 -3.92 -4.88
C 0.26 -2.55 -5.08
H 2.40 -5.35 -7.33
H 1.59 -4.67 -8.75
H 2.02 -3.62 -7.41
H -0.06 -5.88 -7.44
H -0.42 -4.16 -7.38
H -0.62 -5.84 -3.96
H -0.95 -6.65 -5.47
H -2.17 -4.02 -4.51
H -2.97 -5.55 -4.83
H -2.36 -4.60 -6.17
H 1.98 -3.84 -5.15
H 0.91 -4.18 -3.82
H 0.12 -2.32 -6.14
H 0.91 -1.77 -4.67
H -0.70 -2.47 -4.59
```

Löwdin atomic charge list, values in e, 8 entries: atom 1 (C): -0.09, atom 2 (N): -0.10, atom 3 (C): -0.07, atom 4 (B): -0.74, atom 5 (O): 0.17, atom 6 (O): 0.05, atom 7 (P): 0.36, atom 8 (O): -0.22

***

Computed energy (hartree) in order:
-7699.93495, -2704.37748